The following is a quantum chemistry calculation of 13 unconnected molecules or ions with the total composition C23H24BrCl48NOS, from the Open Molecules 2025 dataset.

Structure (XYZ):
```
99
C23H24BrCl48NOS, DFT ωB97M-V/def2-TZVPD
C -2.29 -2.23 -0.47
C -1.06 -1.41 -0.89
C -1.09 -0.11 -0.10
C 0.26 0.59 -0.01
C 1.13 -0.09 1.07
C 1.03 0.60 2.44
C 0.27 -0.23 3.47
C 1.02 -1.51 3.89
C 0.18 -2.77 3.96
O -0.28 -3.28 2.72
C 0.75 -3.72 1.88
C 1.51 -4.96 2.33
Br 0.29 -6.42 2.89
N 2.25 -5.43 1.15
S 3.95 -5.71 1.40
H -2.51 -3.03 -1.17
H -3.13 -1.55 -0.40
H -2.09 -2.66 0.50
H -1.16 -1.15 -1.94
H -0.16 -1.98 -0.69
H -1.37 -0.37 0.92
H -1.85 0.57 -0.47
H 0.80 0.52 -0.96
H 0.13 1.65 0.23
H 2.16 -0.12 0.76
H 0.72 -1.09 1.20
H 2.03 0.74 2.85
H 0.57 1.58 2.36
H 0.19 0.40 4.36
H -0.75 -0.42 3.15
H 1.39 -1.34 4.90
H 1.91 -1.62 3.27
H -0.72 -2.52 4.52
H 0.69 -3.53 4.55
H 1.50 -2.96 1.67
H 0.29 -3.97 0.93
H 2.19 -4.78 3.15
H 1.87 -6.33 0.91
H 4.16 -5.26 2.66
C -4.19 -6.06 0.28
Cl -4.64 -5.34 -1.27
Cl -5.63 -6.20 1.30
Cl -3.50 -7.67 0.01
Cl -2.99 -5.05 1.09
C 4.75 2.72 1.88
Cl 5.43 4.02 2.87
Cl 5.82 2.40 0.51
Cl 4.60 1.25 2.86
Cl 3.16 3.19 1.28
C 5.42 7.88 1.96
Cl 3.81 7.17 1.92
Cl 5.28 9.65 2.01
Cl 6.27 7.28 3.39
Cl 6.31 7.41 0.51
C -0.21 5.05 0.04
Cl -1.60 6.03 -0.45
Cl 1.14 6.10 0.45
Cl -0.64 4.07 1.45
Cl 0.25 3.99 -1.29
C -3.38 6.87 -4.26
Cl -2.59 8.30 -4.93
Cl -2.15 5.71 -3.75
Cl -4.35 7.35 -2.86
Cl -4.42 6.14 -5.49
C -3.21 9.95 -9.06
Cl -4.13 11.24 -8.28
Cl -1.49 10.35 -9.03
Cl -3.47 8.44 -8.18
Cl -3.75 9.77 -10.73
C 1.00 -9.96 0.61
Cl 1.58 -11.24 -0.46
Cl 0.92 -8.44 -0.29
Cl -0.62 -10.37 1.19
Cl 2.09 -9.78 1.98
C -9.60 -7.04 1.11
Cl -8.95 -8.28 0.04
Cl -9.65 -5.50 0.25
Cl -11.23 -7.49 1.62
Cl -8.56 -6.88 2.53
C 7.49 1.17 -3.15
Cl 8.41 -0.29 -2.79
Cl 8.16 2.52 -2.22
Cl 7.60 1.54 -4.87
Cl 5.80 0.93 -2.69
C -0.75 -12.84 -4.03
Cl 0.18 -14.28 -3.64
Cl -0.09 -11.46 -3.15
Cl -0.67 -12.53 -5.77
Cl -2.44 -13.08 -3.56
C 8.09 9.70 6.27
Cl 7.18 10.67 7.43
Cl 7.45 9.97 4.65
Cl 9.79 10.17 6.33
Cl 7.93 7.99 6.68
C -8.38 7.71 -4.24
Cl -7.99 6.75 -2.80
Cl -9.10 6.65 -5.46
Cl -9.52 8.98 -3.81
Cl -6.90 8.43 -4.89
```

Properties
**Orbital gap**: 8.69 eV
**LUMO level**: 0.0 eV
**HOMO energy**: -0.31829 Ha

***

The following is a quantum chemistry calculation of a molecular structure, C23H24CdN9O7P2Sb, from the Open Molecules 2025 dataset.

Structure (XYZ):
```
67
C23H24CdN9O7P2Sb, DFT ωB97M-V/def2-TZVPD
Cd 0.99 -3.25 -1.34
N -1.21 -2.73 -3.93
C -1.36 -1.80 -2.91
N -2.23 -0.84 -3.03
N -2.19 -0.15 -1.76
N -1.06 -0.81 -0.98
N -0.64 -1.90 -1.78
C -0.80 -4.06 -3.79
N -1.21 -5.00 -4.62
N -0.56 -6.12 -4.20
N 0.19 -5.85 -3.18
N 0.07 -4.53 -2.90
H -1.93 -2.63 -4.63
O 4.32 -2.26 0.48
P 3.81 -3.61 -0.23
O 4.87 -4.63 -0.20
O 3.14 -3.24 -1.55
O 2.55 -4.08 0.77
P 1.51 -3.06 1.49
O 0.12 -3.86 1.11
O 1.68 -2.92 2.94
O 1.50 -1.82 0.60
H 3.57 -1.63 0.51
H -0.59 -3.43 1.61
C 1.48 3.75 -0.80
C 0.59 3.99 0.39
C 0.25 5.29 0.75
C -0.59 5.55 1.82
C -1.11 4.49 2.55
C -0.77 3.18 2.20
C 0.07 2.91 1.13
Sb 0.83 0.89 0.75
C -0.19 0.40 -1.16
C 0.98 0.22 -2.10
C 1.04 0.84 -3.28
C -0.06 1.67 -3.77
C -1.19 1.81 -3.08
C -1.41 1.16 -1.75
C -2.16 2.12 -0.84
C -0.45 -0.01 2.23
C -1.67 -0.61 1.92
C -2.42 -1.25 2.89
C -1.96 -1.31 4.20
C -0.74 -0.73 4.52
C 0.03 -0.09 3.55
C 1.38 0.46 3.94
H 1.73 4.69 -1.30
H 0.99 3.10 -1.54
H 2.41 3.26 -0.51
H 0.65 6.12 0.17
H -0.85 6.57 2.08
H -1.78 4.67 3.39
H -1.19 2.36 2.78
H 1.79 -0.41 -1.77
H 1.92 0.71 -3.90
H 0.05 2.15 -4.74
H -2.01 2.40 -3.49
H -3.18 2.22 -1.23
H -1.69 3.11 -0.80
H -2.23 1.73 0.18
H -2.02 -0.60 0.89
H -3.37 -1.72 2.62
H -2.53 -1.82 4.96
H -0.37 -0.79 5.54
H 1.48 0.52 5.03
H 1.56 1.46 3.53
H 2.17 -0.20 3.57
```

Properties
**Orbital gap**: 6.01 eV
**ΔE to the lowest compared entry with this formula, charge and spin**: 90.84 kcal/mol
**Total charge**: -2
**LUMO level**: 4.1 eV
**HOMO energy**: -0.06924 Ha

***

The following is a quantum chemistry calculation of a molecular structure, C23H24InN6O2S, from the Open Molecules 2025 dataset.

Structure (XYZ):
```
57
C23H24InN6O2S, DFT ωB97M-V/def2-TZVPD
In 0.09 -0.19 -0.01
O -6.49 3.49 0.97
C -5.90 3.66 -0.22
O -6.46 4.14 -1.15
C -4.50 3.10 -0.39
C -3.64 3.80 -1.23
C -2.38 3.31 -1.51
C -1.99 2.09 -0.97
C -2.85 1.38 -0.13
C -4.10 1.90 0.17
N -0.72 1.48 -1.24
C 0.12 1.93 -2.10
C 1.40 1.23 -2.31
C 2.29 1.66 -3.27
C 3.47 0.95 -3.46
C 3.71 -0.17 -2.69
C 2.77 -0.55 -1.74
N 1.63 0.13 -1.55
H -5.87 3.21 1.65
H -3.98 4.73 -1.68
H -1.72 3.89 -2.15
H -2.57 0.42 0.28
H -4.77 1.33 0.80
H -0.09 2.81 -2.70
H 2.07 2.54 -3.86
H 4.19 1.27 -4.20
H 4.60 -0.76 -2.81
H 2.92 -1.42 -1.12
C -1.80 -1.67 -2.69
C -1.67 -2.35 -1.37
N -0.98 -1.96 -0.30
C -1.17 -2.92 0.70
C -1.96 -3.90 0.20
N -2.26 -3.52 -1.09
H -1.23 -0.74 -2.70
H -2.84 -1.43 -2.90
H -1.42 -2.31 -3.49
H -0.73 -2.83 1.68
H -2.34 -4.80 0.64
H -2.84 -4.04 -1.73
C 4.09 -0.24 5.12
C 3.34 -0.55 3.87
C 3.45 -1.71 3.14
C 2.64 -1.90 2.03
N 1.76 -0.95 1.64
C 1.67 0.18 2.35
S 0.53 1.37 1.84
N 2.44 0.37 3.43
C 2.69 -3.17 1.26
H 5.00 -0.83 5.17
H 3.47 -0.50 5.98
H 4.34 0.82 5.19
H 4.15 -2.48 3.45
H 2.34 1.24 3.96
H 3.71 -3.39 0.95
H 2.04 -3.15 0.39
H 2.37 -4.00 1.90
```

Properties
**Orbital gap**: 6.78 eV
**ΔE to the lowest compared entry with this formula, charge and spin**: 1.13 kcal/mol
**Total charge**: +3
**LUMO level**: -9.7 eV
**HOMO energy**: -0.60701 Ha

***

The following is a quantum chemistry calculation of a molecular structure, C23H24N3O3PtSbSe4, from the Open Molecules 2025 dataset.

Structure (XYZ):
```
59
C23H24N3O3PtSbSe4, DFT ωB97M-V/def2-TZVPD
Pt 0.56 0.92 3.02
C 3.52 2.91 5.52
C 2.69 2.57 4.33
O 1.87 1.66 4.48
N 3.02 3.22 3.15
C 2.43 3.10 1.87
C 1.03 3.57 1.73
C 0.70 4.73 1.10
C -0.68 5.03 0.95
C -1.65 4.09 1.38
C -1.21 2.99 2.01
N 0.12 2.74 2.19
H 3.03 2.87 6.51
H 3.87 3.93 5.52
H 4.37 2.27 5.51
H 3.58 4.02 3.33
H 2.45 2.05 1.59
H 3.14 3.58 1.19
H 1.45 5.44 0.77
H -0.93 5.95 0.49
H -2.70 4.15 1.13
H -1.91 2.20 2.33
C 0.16 -2.03 -6.60
C 0.45 -2.57 -5.22
C 1.24 -3.67 -5.07
C 1.61 -4.21 -3.83
C 1.14 -3.65 -2.69
C 0.39 -2.48 -2.79
N -0.05 -1.95 -1.59
C -1.31 -2.02 -1.17
C -2.35 -2.55 -1.91
C -3.67 -2.39 -1.51
C -3.90 -1.92 -0.24
C -2.91 -1.33 0.55
C -1.65 -1.33 0.04
C -0.47 -0.73 0.87
O -0.84 0.22 1.66
O 0.73 -1.04 0.74
C 0.05 -1.92 -4.07
C -0.71 -0.61 -4.22
H 1.04 -2.35 -7.21
H 0.05 -0.95 -6.73
H -0.71 -2.48 -7.01
H 1.67 -4.08 -5.91
H 2.13 -5.14 -3.95
H 1.32 -3.97 -1.70
H 0.72 -1.70 -0.87
H -1.93 -2.96 -2.94
H -4.52 -2.72 -2.10
H -4.95 -2.07 0.13
H -3.28 -0.99 1.52
H -1.41 -0.62 -5.05
H 0.03 0.20 -4.37
H -1.25 -0.27 -3.31
Se 0.21 -1.40 7.01
Sb -1.42 -1.49 5.00
Se -2.32 -3.80 5.44
Se -2.91 0.31 4.98
Se 0.90 -1.35 3.99
```

Properties
**Orbital gap (alpha / beta)**: 7.03 / 5.54 eV
**Total charge**: +2
**LUMO level (alpha / beta)**: -6.6 / -8.0 eV
**HOMO energy (alpha / beta)**: -0.50008 / -0.49821 Ha
**Multiplicity**: 5

***

The following is a quantum chemistry calculation of a single C23H24N4O4S molecule, from the Open Molecules 2025 dataset.

Structure (XYZ):
```
56
C23H24N4O4S, DFT ωB97M-V/def2-TZVPD
C 3.17 4.04 1.17
H 2.92 4.12 0.12
H 4.25 4.06 1.28
H 2.75 4.91 1.69
C 2.60 2.75 1.76
N 1.17 2.66 1.65
C 0.55 2.07 0.58
C 1.25 1.74 -0.60
C 0.62 1.17 -1.67
C -0.75 0.89 -1.64
C -1.45 1.19 -0.47
C -0.82 1.77 0.61
H -1.40 1.96 1.50
H -2.51 0.97 -0.43
C -1.38 0.28 -2.78
N -2.60 -0.11 -2.75
N -3.15 -0.70 -3.84
S -2.29 -1.65 -4.94
O -3.30 -2.42 -5.60
O -1.39 -0.86 -5.71
C -1.35 -2.71 -3.84
C -0.03 -2.44 -3.58
C 0.66 -3.19 -2.62
C 0.02 -4.23 -1.93
C -1.32 -4.48 -2.24
C -2.00 -3.73 -3.17
H -3.04 -3.93 -3.41
H -1.82 -5.28 -1.72
C 0.70 -5.05 -0.88
H 1.46 -5.68 -1.34
H 1.21 -4.42 -0.15
H -0.02 -5.68 -0.37
N 2.03 -2.81 -2.37
O 2.37 -1.71 -2.75
O 2.76 -3.61 -1.82
H 0.49 -1.66 -4.12
H -4.07 -1.08 -3.64
H -0.77 0.17 -3.67
H 1.19 0.93 -2.55
H 2.31 1.95 -0.68
C 0.40 3.26 2.71
C -0.04 2.29 3.79
C -0.82 2.76 4.84
C -1.24 1.91 5.85
C -0.88 0.57 5.81
C -0.12 0.09 4.77
C 0.30 0.95 3.76
H 0.90 0.56 2.95
H 0.16 -0.95 4.73
H -1.21 -0.09 6.60
H -1.84 2.29 6.66
H -1.09 3.81 4.87
H 1.02 4.03 3.18
H -0.48 3.76 2.30
H 3.06 1.88 1.27
H 2.86 2.69 2.82
```

Properties
**Orbital gap**: 6.77 eV
**ΔE to the lowest compared entry with this formula, charge and spin**: 153.39 kcal/mol
**LUMO level**: -0.7 eV
**HOMO energy**: -0.27597 Ha
**SMILES**: CCN(Cc1ccccc1)c1ccc(/C=N/NS(=O)(=O)c2ccc(C)c([N+](=O)[O-])c2)cc1

***

The following is a quantum chemistry calculation of a single C23H24N4O5S2 molecule, from the Open Molecules 2025 dataset.

Structure (XYZ):
```
58
C23H24N4O5S2, DFT ωB97M-V/def2-TZVPD
C -2.60 -2.82 -2.91
H -2.96 -3.26 -1.97
O -1.21 -2.93 -3.03
C -0.52 -2.28 -2.00
C 0.98 -2.48 -2.22
N 1.74 -1.86 -1.15
C 1.94 -2.49 0.03
N 2.51 -1.96 1.07
C 2.95 -0.70 0.94
C 2.84 0.04 -0.24
C 3.41 1.33 -0.08
C 3.91 1.53 1.17
S 3.72 0.17 2.23
C 4.55 2.86 1.34
H 5.63 2.77 1.37
H 4.23 3.37 2.26
C 4.08 3.60 0.07
H 3.20 4.21 0.31
H 4.85 4.26 -0.33
C 3.67 2.51 -0.95
H 4.49 2.28 -1.64
H 2.81 2.79 -1.55
C 2.15 -0.52 -1.36
O 1.88 0.04 -2.40
S 1.39 -4.16 0.20
C 0.94 -4.08 1.98
C -0.32 -3.33 2.08
N -1.47 -3.75 2.51
N -2.35 -2.76 2.33
C -1.71 -1.76 1.79
C -2.26 -0.49 1.38
C -3.60 -0.23 1.60
C -4.14 0.98 1.20
C -3.35 1.93 0.57
C -1.98 1.67 0.34
C -1.45 0.46 0.75
H -0.40 0.23 0.58
O -1.29 2.66 -0.27
C 0.08 2.48 -0.53
H 0.65 2.30 0.39
H 0.41 3.42 -0.98
H 0.26 1.67 -1.24
O -3.78 3.15 0.14
C -5.13 3.49 0.34
H -5.24 4.49 -0.07
H -5.39 3.51 1.40
H -5.80 2.81 -0.19
H -5.19 1.17 1.38
H -4.21 -0.97 2.09
O -0.40 -2.06 1.61
H 0.79 -5.10 2.33
H 1.76 -3.59 2.49
H 1.21 -3.55 -2.27
H 1.27 -2.00 -3.16
H -0.75 -1.20 -2.00
H -0.82 -2.69 -1.03
H -3.03 -3.36 -3.75
H -2.93 -1.77 -2.95
```

Properties
**Orbital gap**: 8.16 eV
**ΔE to the lowest compared entry with this formula, charge and spin**: 0.00 kcal/mol
**LUMO level**: 0.1 eV
**HOMO energy**: -0.29494 Ha
**SMILES**: COCCn1c(SCc2nnc(-c3ccc(OC)c(OC)c3)o2)nc2sc3c(c2c1=O)CCC3

***

What did the third record say?
The following is a quantum chemistry calculation of a molecular structure, C23H24InN6O2S, from the Open Molecules 2025 dataset.

Structure (XYZ):
```
57
C23H24InN6O2S, DFT ωB97M-V/def2-TZVPD
In 0.09 -0.19 -0.01
O -6.49 3.49 0.97
C -5.90 3.66 -0.22
O -6.46 4.14 -1.15
C -4.50 3.10 -0.39
C -3.64 3.80 -1.23
C -2.38 3.31 -1.51
C -1.99 2.09 -0.97
C -2.85 1.38 -0.13
C -4.10 1.90 0.17
N -0.72 1.48 -1.24
C 0.12 1.93 -2.10
C 1.40 1.23 -2.31
C 2.29 1.66 -3.27
C 3.47 0.95 -3.46
C 3.71 -0.17 -2.69
C 2.77 -0.55 -1.74
N 1.63 0.13 -1.55
H -5.87 3.21 1.65
H -3.98 4.73 -1.68
H -1.72 3.89 -2.15
H -2.57 0.42 0.28
H -4.77 1.33 0.80
H -0.09 2.81 -2.70
H 2.07 2.54 -3.86
H 4.19 1.27 -4.20
H 4.60 -0.76 -2.81
H 2.92 -1.42 -1.12
C -1.80 -1.67 -2.69
C -1.67 -2.35 -1.37
N -0.98 -1.96 -0.30
C -1.17 -2.92 0.70
C -1.96 -3.90 0.20
N -2.26 -3.52 -1.09
H -1.23 -0.74 -2.70
H -2.84 -1.43 -2.90
H -1.42 -2.31 -3.49
H -0.73 -2.83 1.68
H -2.34 -4.80 0.64
H -2.84 -4.04 -1.73
C 4.09 -0.24 5.12
C 3.34 -0.55 3.87
C 3.45 -1.71 3.14
C 2.64 -1.90 2.03
N 1.76 -0.95 1.64
C 1.67 0.18 2.35
S 0.53 1.37 1.84
N 2.44 0.37 3.43
C 2.69 -3.17 1.26
H 5.00 -0.83 5.17
H 3.47 -0.50 5.98
H 4.34 0.82 5.19
H 4.15 -2.48 3.45
H 2.34 1.24 3.96
H 3.71 -3.39 0.95
H 2.04 -3.15 0.39
H 2.37 -4.00 1.90
```

Properties
**Orbital gap**: 6.78 eV
**ΔE to the lowest compared entry with this formula, charge and spin**: 1.13 kcal/mol
**Total charge**: +3
**LUMO level**: -9.7 eV
**HOMO energy**: -0.60701 Ha